(1)
The following is a DFT calculation (wB97M-V/def2-TZVPD) of C10H23AlF2NO11PS2 as an isolated structure in a non-equilibrium geometry.

```
51
Properties=species:S:1:pos:R:3:forces:R:3
Al -7.66691 7.28640 -14.05255 0.900 1.203 -0.675
N -10.08269 8.57024 -14.34554 -0.579 1.932 -2.176
S -11.38122 8.80217 -13.44550 -1.045 -3.312 7.973
O -12.39227 7.82308 -13.62244 -0.199 0.454 -1.574
O -11.67256 10.09580 -12.96310 0.223 0.867 -1.681
F -10.65773 8.15655 -12.16971 0.260 0.466 -0.482
S -10.73246 9.14710 -15.78567 2.775 0.511 -4.788
O -10.54022 10.55498 -15.86945 -0.198 0.085 1.412
O -11.87406 8.55648 -16.34211 -0.555 -0.517 0.937
F -9.54212 8.62855 -16.67138 -0.055 -0.509 0.430
C -4.05863 11.15144 -13.34703 -1.648 -1.489 -0.025
C -4.09226 11.56768 -14.79906 2.692 2.193 0.227
O -4.77803 10.71423 -15.70540 -1.307 0.141 0.624
P -6.37284 10.82810 -15.84446 2.049 1.302 -0.930
O -7.02336 9.61228 -15.31906 -1.492 -1.588 0.937
O -6.79430 12.17215 -15.21452 -0.030 -0.169 0.594
C -7.11383 13.38794 -15.96612 -1.065 0.108 -1.102
C -8.61121 13.43756 -16.19538 -0.447 -0.576 0.854
O -6.59746 11.01546 -17.39128 -0.155 -0.861 0.807
C -6.83394 9.88742 -18.25514 -0.449 -0.554 -1.215
C -7.62557 10.44488 -19.42340 -0.103 0.070 0.228
H -5.07351 11.35887 -12.98238 0.195 0.075 0.468
H -3.96412 10.06186 -13.26188 0.123 0.117 -0.150
H -3.32008 11.56376 -12.66879 0.141 0.574 -0.477
H -4.35023 12.63476 -14.87047 -0.972 -0.445 -0.133
H -3.06857 11.69710 -15.17259 0.058 -0.887 -0.197
H -6.79161 14.27718 -15.43500 0.452 -0.351 0.316
H -6.64278 13.28364 -16.94037 0.366 0.347 0.125
H -8.94930 12.49960 -16.64219 0.064 0.255 -0.450
H -9.15599 13.47004 -15.24678 0.212 0.215 0.076
H -8.92981 14.30552 -16.76696 0.200 -0.069 -0.226
H -5.90651 9.36152 -18.49650 0.293 0.558 -0.156
H -7.44476 9.10568 -17.79421 0.002 0.359 0.486
H -7.15434 11.31960 -19.86827 0.108 -0.064 0.025
H -7.83954 9.72468 -20.21058 0.172 -0.169 0.121
H -8.57750 10.75242 -18.98579 -0.103 0.159 -0.279
C -2.85796 7.50193 -18.05815 -0.215 -1.431 -0.370
C -3.72840 7.89152 -16.90517 0.875 0.820 1.268
O -3.03177 7.46415 -15.68454 -0.155 -0.506 0.110
C -3.66544 7.57901 -14.54332 0.852 0.403 -0.018
O -4.87355 7.75439 -14.41487 -1.374 -0.344 0.055
O -2.78336 7.61501 -13.57425 0.012 -0.790 -0.003
C -3.20624 7.51398 -12.22529 -0.355 -0.149 1.591
H -1.78578 7.57823 -17.89197 -0.081 0.572 0.242
H -3.13137 7.97228 -18.99979 -0.059 0.245 0.130
H -3.01032 6.42430 -18.19964 0.029 0.087 -0.198
H -4.71653 7.43105 -16.87809 -0.052 0.247 -0.312
H -3.73775 8.96693 -16.66701 -0.628 -0.124 -0.985
H -3.15337 8.49728 -11.76322 -0.135 0.034 -0.069
H -2.58189 6.84892 -11.62827 0.695 0.124 -0.643
H -4.18151 7.05889 -12.04602 -0.290 0.380 -0.722
```
Positions in Å, forces in eV/Å.

The calculation puts the highest occupied orbital energy at -0.6113 Eh. The spin multiplicity is 1. The HOMO-LUMO gap comes out at 2.6 eV. For the strongest force on any atom, the calculation gives 8.70 eV Å⁻¹. Its total charge is +2.

Here are the Löwdin charges for atoms 1 to 8, given in e: Al 1.29; N -0.17; S 0.50; O -0.09; O -0.07; F -0.17; S 0.52; O -0.12


(2)
The following is a DFT calculation (wB97M-V/def2-TZVPD) of one molecule with the formula C3H6FI in a non-equilibrium geometry.

```
11
Properties=species:S:1:pos:R:3:forces:R:3
C 0.23830 0.05158 -1.27981 -1.217 2.582 0.072
C 0.32626 0.15446 1.29979 -0.073 1.372 -2.574
C -0.41260 -0.30840 -0.00291 4.952 -1.309 1.091
F -0.43094 -1.68226 -0.10794 -0.522 -1.513 0.959
I -2.50493 0.34275 -0.04177 -3.875 1.173 0.012
H -0.29075 -0.35707 -2.12130 -0.343 -0.274 -0.425
H 0.16398 1.14537 -1.33808 0.361 0.009 -0.415
H 1.24435 -0.23655 -1.32440 1.552 -0.514 0.009
H 0.49036 -0.55232 2.02134 -0.402 -2.374 1.666
H -0.18754 0.97891 1.77161 -0.230 0.469 0.142
H 1.36351 0.46353 1.12346 -0.203 0.378 -0.538
```
Positions in Å, forces in eV/Å.

The calculation puts the highest occupied orbital energy (spin up / spin down) at -0.2008 / -0.3767 Eh. The spin multiplicity is 3. Its expectation value of S² is 2.01. Its energy above the lowest of the compared OMol25 structures with the same formula, charge and spin is 0.0 kcal/mol. The HOMO-LUMO gap (spin up / spin down) comes out at 6.2 / 6.7 eV. For the strongest force on any atom, the calculation gives 5.24 eV Å⁻¹. Its total charge is 0.

Here are the Löwdin charges for atoms 1 to 8, given in e: C -0.15; C -0.08; C -0.98; F -0.11; I 0.94; H 0.07; H 0.08; H 0.07


(3)
The following is a DFT calculation (wB97M-V/def2-TZVPD) of a 8-piece molecular cluster, C8H32O8 overall in a non-equilibrium geometry.

```
48
Properties=species:S:1:pos:R:3:forces:R:3
C 0.45531 0.04193 -1.01844 0.004 -0.677 0.671
O -0.84354 0.03644 -0.43220 0.921 -0.373 0.448
H 0.53988 -0.72645 -1.78690 -0.182 0.065 -0.333
H 0.83331 0.98913 -1.40319 -0.505 0.221 -0.010
H 1.13592 -0.27784 -0.22938 0.118 0.087 0.086
H -1.45692 0.61164 -0.89535 -0.260 0.706 -0.655
C 4.12870 -0.88826 0.55501 0.673 -0.849 0.504
O 3.01979 -0.88576 1.43938 -0.231 0.126 -0.520
H 3.92556 -1.44629 -0.35901 -0.690 0.424 -0.069
H 4.54877 0.09386 0.33803 -0.263 0.112 -0.102
H 4.90777 -1.50764 0.99944 0.467 0.141 0.195
H 3.24139 -0.35268 2.20640 0.026 0.048 -0.011
C -1.07875 3.65837 1.53583 -0.097 0.440 -0.820
O 0.10438 3.47425 2.27315 0.008 -0.272 1.329
H -1.95620 3.57969 2.17769 -0.107 -0.120 -0.118
H -1.03292 4.66820 1.12810 -0.155 -0.143 -0.225
H -1.06166 2.90285 0.75034 -0.663 0.197 -0.248
H -0.11040 2.69200 2.78652 0.581 -0.260 0.264
C -0.21540 -3.03820 1.30965 0.496 0.157 -0.160
O -0.45011 -4.09130 0.37137 -0.233 -0.016 0.716
H -1.07337 -2.37719 1.43233 -0.050 -0.011 -0.352
H 0.04642 -3.37861 2.31149 -0.112 -0.608 0.047
H 0.66068 -2.47568 0.98691 -0.169 0.390 -0.037
H 0.20760 -3.97594 -0.31835 0.042 0.141 -0.015
C 2.52509 2.68629 0.59763 0.920 -0.242 -1.068
O 2.34055 4.00667 0.96954 0.211 0.845 0.770
H 1.95497 1.94673 1.15986 -0.368 0.125 -0.196
H 2.33802 2.68357 -0.47620 -0.297 -0.887 -0.135
H 3.57562 2.41870 0.71111 0.315 -0.105 0.129
H 1.58944 3.98411 1.56697 -0.402 0.295 0.268
C -3.00339 0.34694 -2.70121 0.381 0.531 -0.228
O -2.58373 1.39454 -1.84054 -0.056 -0.253 0.579
H -3.45153 0.79485 -3.58814 -0.158 -0.221 -0.138
H -2.07048 -0.13416 -2.99504 -0.335 -0.691 -0.178
H -3.71501 -0.30067 -2.18906 0.129 -0.182 -0.092
H -2.88743 2.23194 -2.19850 -0.198 0.795 -0.123
C -3.37812 0.74278 1.95671 -0.072 0.243 -0.234
O -2.02902 0.39666 2.11206 0.245 -0.429 0.834
H -3.77884 1.01625 2.93279 0.056 0.325 -0.053
H -3.40823 1.55654 1.23215 -0.648 0.260 0.089
H -4.00233 -0.07088 1.58734 0.032 -0.235 -0.142
H -1.72583 0.05941 1.26593 0.593 -0.031 -0.467
C 0.28035 -4.11129 -2.76922 0.023 0.829 -1.296
O 1.07016 -3.34451 -1.86668 0.218 -0.829 0.261
H 0.89280 -4.59729 -3.52870 0.299 -0.380 0.158
H -0.36891 -4.86169 -2.31816 0.154 0.438 0.430
H -0.26600 -3.35778 -3.33653 -0.839 -0.389 -0.056
H 1.62546 -2.81419 -2.44288 0.177 0.263 0.304
```
Positions in Å, forces in eV/Å.

The calculation puts the highest occupied orbital energy (spin up / spin down) at 0.0238 / -0.2611 Eh. The spin multiplicity is 2. Its expectation value of S² is 0.75. Its energy above the lowest of the compared OMol25 structures with the same formula, charge and spin is 83.7 kcal/mol. The HOMO-LUMO gap (spin up / spin down) comes out at 1.9 / 9.6 eV. For the strongest force on any atom, the calculation gives 1.54 eV Å⁻¹. Its total charge is -1.

Here are the Löwdin charges for atoms 1 to 8, given in e: C -0.16; O -0.16; H 0.05; H 0.06; H 0.06; H 0.00; C -0.17; O -0.13


(4)
The following is a DFT calculation (wB97M-V/def2-TZVPD) of one molecule with the formula C20H24N2O5S in a non-equilibrium geometry.

```
52
Properties=species:S:1:pos:R:3:forces:R:3
N -0.90769 -0.75609 1.58235 0.520 -0.885 -0.143
S -0.71709 -2.08024 0.57949 -0.299 0.669 0.254
O -1.39589 -1.87944 -0.68112 0.238 -0.103 -0.129
O -1.08775 -3.24319 1.32526 0.126 -0.115 0.225
C 1.03098 -1.99200 0.26251 -0.560 0.102 0.035
C 1.44460 -1.98203 -1.05325 -0.056 -0.042 -0.196
C 2.77427 -1.73236 -1.34151 -0.022 -0.135 0.153
C 3.68387 -1.49009 -0.31782 0.040 -0.186 -0.076
C 5.06103 -0.99053 -0.65045 -0.074 0.143 0.077
C 5.14084 0.52067 -0.32037 0.200 -0.046 0.092
N 3.87252 1.18584 -0.50940 0.098 0.131 -0.295
C 3.08257 1.46303 0.56251 0.120 0.170 -0.158
O 3.51846 1.43848 1.69956 0.003 0.023 0.243
C 1.66228 1.81258 0.29298 -0.339 -0.007 0.051
C 0.98595 2.51230 1.29552 0.112 -0.071 -0.098
C -0.35904 2.77216 1.19462 -0.213 -0.051 -0.148
C -1.09014 2.31833 0.08989 0.291 0.078 0.076
O -2.41105 2.60923 0.11904 0.325 0.165 0.189
C -3.32399 1.95462 -0.73361 -0.358 -0.574 -0.059
C -3.41586 0.44437 -0.48240 0.274 0.400 -0.426
C -4.58442 -0.22411 -1.20994 0.208 0.060 0.188
C -4.87707 -1.39740 -0.27933 0.100 0.123 0.146
C -4.65795 -0.75222 1.08594 -0.413 -0.277 0.078
O -3.60680 0.18845 0.91148 0.103 0.233 0.019
C -0.41747 1.64109 -0.92675 -0.403 0.117 -0.103
C 0.94197 1.39570 -0.82137 0.233 0.143 0.188
C 3.25652 -1.57187 1.00511 -0.076 -0.160 -0.089
C 1.92650 -1.81820 1.29878 0.142 -0.037 0.159
H -0.43034 0.04962 1.20653 0.189 0.243 -0.195
H -1.89043 -0.52411 1.70220 -0.279 -0.074 -0.099
H 0.70981 -2.13311 -1.82793 -0.033 0.029 -0.149
H 3.10341 -1.69755 -2.37077 0.034 0.010 -0.095
H 5.82181 -1.51713 -0.07425 0.067 -0.035 -0.054
H 5.26165 -1.14917 -1.71130 0.025 -0.065 0.017
H 5.90652 1.00070 -0.93512 -0.009 -0.036 0.124
H 5.38822 0.66304 0.73358 0.063 0.004 -0.194
H 3.47008 1.17315 -1.43195 -0.088 0.070 0.114
H 1.54657 2.83011 2.16094 0.024 0.002 0.093
H -0.88657 3.30834 1.96674 -0.067 0.060 0.112
H -4.28126 2.42744 -0.49713 0.076 -0.079 -0.112
H -3.08821 2.13396 -1.79095 -0.020 0.013 0.066
H -2.48100 -0.04443 -0.78220 -0.218 0.149 0.056
H -4.31061 -0.53707 -2.21374 -0.011 0.019 -0.086
H -5.44063 0.45218 -1.26073 -0.047 0.030 -0.047
H -5.87890 -1.80379 -0.39400 -0.028 -0.051 -0.001
H -4.13766 -2.18261 -0.43874 -0.050 -0.050 -0.008
H -4.35603 -1.46626 1.85553 -0.066 0.033 -0.016
H -5.55987 -0.22221 1.42284 0.086 -0.107 0.004
H -0.94318 1.29176 -1.80131 -0.085 -0.061 -0.047
H 1.41925 0.84041 -1.61570 0.027 -0.069 -0.038
H 3.95879 -1.39605 1.80502 0.055 0.062 0.110
H 1.56841 -1.84430 2.31474 0.033 0.037 0.189
```
Positions in Å, forces in eV/Å.

The calculation puts the highest occupied orbital energy at -0.3242 Eh. Its SMILES is NS(=O)(=O)c1ccc(CCNC(=O)c2ccc(OC[C@@H]3CCCO3)cc2)cc1. The spin multiplicity is 1. Its energy above the lowest of the compared OMol25 structures with the same formula, charge and spin is 31.3 kcal/mol. The HOMO-LUMO gap comes out at 9.4 eV. For the strongest force on any atom, the calculation gives 1.04 eV Å⁻¹. Its total charge is 0.

Here are the Löwdin charges for atoms 1 to 8, given in e: N -0.02; S 0.63; O -0.33; O -0.29; C -0.29; C -0.06; C -0.03; C -0.23


Question: The highest spin multiplicity belongs to which entry?
Answer: C3H6FI